The following is a DFT calculation (ωB97M-V with the def2-TZVPD basis set) of a single C4H4 molecule at a distorted geometry.

XYZ file:
```
8
Properties=species:S:1:pos:R:3:forces:R:3
C 1.481 0.792 -0.451 0.1 -1.3 1.3
C 0.211 0.967 -0.800 0.2 0.7 -0.4
C -0.618 0.085 -0.055 0.4 1.0 -0.8
C -0.865 -0.986 0.622 -3.0 1.0 0.9
H 1.871 0.185 0.426 -0.5 1.0 -1.1
H -0.084 1.639 -1.618 -0.3 -0.5 0.5
H -1.942 -1.043 1.105 2.5 -0.4 -0.9
H -0.054 -1.638 0.771 0.4 -1.4 0.5
```
Positions in Å, forces in eV/Å.

HOMO level (alpha / beta): -9.017 / -8.026 eV
orbital gap (alpha / beta): 8.98 / 7.60 eV

These are the Mulliken partial charges, in e, on atoms 1 to 4: atom 1 (C): -0.41, atom 2 (C): -0.17, atom 3 (C): 0.03, atom 4 (C): -0.46

***

The following is a DFT calculation (ωB97M-V with the def2-TZVPD basis set) of a single C4H4 molecule at a distorted geometry.

XYZ file:
```
8
Properties=species:S:1:pos:R:3:forces:R:3
C 1.748 -1.000 0.101 -1.2 0.8 0.4
C 0.681 -0.455 0.259 2.6 -1.9 -0.2
C -0.526 0.179 0.516 0.1 0.8 -1.8
C -1.150 0.675 -0.556 -1.9 0.4 0.5
H 2.736 -1.346 0.093 0.6 -0.4 -0.2
H -0.650 0.327 1.540 -1.1 0.6 1.5
H -2.111 1.302 -0.432 1.8 -1.1 -0.6
H -0.727 0.320 -1.521 -0.8 0.8 0.5
```
Positions in Å, forces in eV/Å.

SMILES: C#CC=C
HOMO level: -9.185 eV
orbital gap: 10.13 eV

These are the Mulliken partial charges, in e, on atoms 1 to 4: atom 1 (C): 0.41, atom 2 (C): -0.54, atom 3 (C): -0.57, atom 4 (C): -0.57

***

The following is a DFT calculation (ωB97M-V with the def2-TZVPD basis set) of 2 unconnected molecules or ions with the total composition C4H4 at a distorted geometry.

XYZ file:
```
8
Properties=species:S:1:pos:R:3:forces:R:3
C -2.487 -0.295 0.021 -1.1 -1.0 -0.4
C -1.689 0.585 -0.033 -1.1 -1.2 0.2
H -3.264 -1.045 -0.044 0.6 0.4 0.1
H -1.083 1.388 0.091 1.6 1.8 0.0
C 2.615 0.113 -0.073 6.3 3.9 1.1
C 1.606 -0.443 0.022 -6.5 -3.0 0.3
H 3.510 0.736 0.234 -1.5 -1.3 -1.1
H 0.566 -0.842 0.098 1.8 0.4 -0.2
```
Positions in Å, forces in eV/Å.

SMILES: C#C.C#C
HOMO level: -10.810 eV
orbital gap: 12.01 eV

These are the Mulliken partial charges, in e, on atoms 1 to 4: atom 1 (C): -0.28, atom 2 (C): -0.54, atom 3 (H): 0.39, atom 4 (H): 0.45

***

The following is a DFT calculation (ωB97M-V with the def2-TZVPD basis set) of 16 unconnected molecules or ions with the total composition C4H40N2O15 at a distorted geometry.

XYZ file:
```
61
Properties=species:S:1:pos:R:3:forces:R:3
C -0.911 -3.513 2.298 1.1 -1.5 -1.1
C -1.011 -3.396 0.756 1.8 2.9 0.3
C -0.736 -1.890 0.380 0.0 0.1 0.4
C -3.003 -1.441 0.440 -1.1 1.4 0.3
N -1.845 -0.936 0.322 -0.9 -1.5 1.1
N 0.480 -3.801 2.678 -1.0 -0.3 -1.1
H -1.453 -4.416 2.433 -0.8 -0.8 1.1
H -1.353 -2.699 2.850 -0.4 0.5 0.0
H -0.046 -3.788 0.300 -1.8 -0.9 0.4
H -2.021 -3.714 0.419 1.3 -0.3 -0.3
H -0.254 -1.811 -0.577 0.1 -0.2 -0.8
H 0.031 -1.417 1.026 -0.5 -0.7 0.1
H -3.868 -0.754 0.411 0.4 -0.2 -0.1
H -3.318 -2.474 0.608 0.5 0.0 -0.1
H 0.637 -3.890 3.659 0.2 0.3 0.4
H 1.091 -3.171 2.197 0.6 0.4 0.5
H -0.697 2.854 -4.661 0.5 0.1 0.2
H -1.193 2.909 -3.139 1.0 -0.2 0.6
O -1.414 2.758 -4.044 -1.6 0.0 -1.5
H 1.820 1.377 -0.310 -0.6 0.3 0.6
H 0.780 0.526 0.544 0.3 -0.1 0.2
O 0.873 1.302 -0.018 -0.2 -0.5 -0.3
H 4.177 1.938 -0.176 0.2 -0.3 0.0
H 3.428 0.616 -0.654 1.0 -0.2 -0.1
O 3.348 1.550 -0.455 -0.3 0.1 -0.3
H 1.882 -0.567 2.669 0.1 0.5 0.1
H 2.935 -1.197 1.744 0.1 0.0 0.1
O 2.008 -1.246 1.993 0.0 0.0 -0.3
H -3.507 3.029 1.198 0.4 -0.3 0.5
H -2.208 3.876 1.661 -0.2 -0.7 0.2
O -2.993 3.828 1.110 -0.1 0.9 -0.8
H -0.200 -0.035 4.269 -0.1 -0.2 -0.3
H -1.260 0.612 5.162 -0.1 0.0 0.0
O -0.329 0.382 5.122 0.0 0.0 0.3
H 1.266 1.297 4.262 -0.3 0.5 -0.1
H 1.184 2.048 2.848 0.0 0.4 0.4
O 1.622 1.360 3.369 0.6 -1.0 -0.2
H 1.780 -2.521 -3.860 -0.3 0.0 0.4
H 0.524 -2.606 -2.943 0.0 0.1 -0.3
O 1.457 -2.839 -3.002 0.0 0.0 0.0
H -2.137 -0.388 -1.478 1.3 0.4 -1.3
H -0.706 0.013 -1.340 0.2 0.1 -0.2
O -1.333 -0.180 -2.041 -1.2 -0.3 0.4
H -0.619 1.819 -0.875 -0.3 0.6 -0.2
H -1.803 2.827 -1.207 -0.3 -0.3 0.5
O -0.895 2.588 -1.399 -0.3 0.4 0.2
H 0.965 2.095 -3.353 0.0 -0.4 -0.3
H 0.977 0.932 -2.450 -0.1 -0.3 0.1
O 1.020 1.123 -3.389 0.4 0.6 0.1
H 1.067 4.306 1.627 0.1 0.1 -0.8
H 0.766 2.807 0.929 0.2 0.6 -0.6
O 0.845 3.385 1.703 -0.5 -0.6 1.3
H 2.824 -1.778 -1.512 1.3 -0.4 -0.7
H 3.765 -2.950 -1.607 0.2 0.2 -0.2
O 3.773 -1.990 -1.733 -1.3 0.3 0.9
H -2.646 -2.767 -3.355 0.2 -0.2 -0.1
H -2.088 -1.327 -3.444 0.3 0.2 0.1
O -2.893 -1.848 -3.426 -0.8 -0.1 -0.1
H -0.208 4.355 -1.858 -0.7 -0.3 -0.1
H 0.933 4.210 -0.924 0.0 0.0 -0.1
O 0.691 4.630 -1.754 1.2 0.8 0.0
```
Positions in Å, forces in eV/Å.

HOMO level: -9.281 eV
orbital gap: 9.07 eV

These are the Mulliken partial charges, in e, on atoms 1 to 4: atom 1 (C): -0.47, atom 2 (C): -0.82, atom 3 (C): 0.61, atom 4 (C): -0.30

***

The following is a DFT calculation (ωB97M-V with the def2-TZVPD basis set) of 15 unconnected molecules or ions with the total composition C4H40N2O15 at a distorted geometry.

XYZ file:
```
61
Properties=species:S:1:pos:R:3:forces:R:3
N -1.756 0.273 2.631 2.4 2.6 -1.4
C -1.382 -0.731 1.562 0.6 2.3 1.5
C -0.890 0.036 0.310 -4.4 -1.9 -3.1
C -0.261 -0.870 -0.807 -1.4 -2.4 0.5
O 1.067 -1.324 -0.579 2.2 1.3 -0.1
C -2.697 -1.603 1.459 2.4 0.3 -3.3
N -2.541 -2.394 0.230 -1.5 -1.4 1.7
H -2.630 0.024 2.968 -1.9 -0.3 0.9
H -1.843 1.303 2.295 0.0 -2.7 0.4
H -0.403 -1.285 1.949 -2.2 0.4 -0.6
H -0.392 0.939 0.457 1.9 1.1 0.9
H -1.819 0.593 -0.312 2.2 -2.0 2.2
H -0.468 -0.321 -1.767 1.3 -0.6 0.6
H -0.688 -1.992 -0.949 -0.5 3.4 0.4
H 1.489 -1.525 0.319 -1.3 0.2 -0.9
H -3.641 -0.986 1.379 1.2 -0.5 0.2
H -2.626 -2.171 2.358 -0.7 -0.8 0.6
H -1.883 -3.162 0.220 -0.2 0.4 0.1
H -2.780 -1.953 -0.631 -0.1 0.3 -0.1
H -0.087 -0.290 4.652 0.3 1.6 0.3
H -0.496 1.069 4.149 -0.3 -0.2 -0.2
O 0.101 0.680 4.796 0.2 -1.6 0.1
H 1.869 0.750 2.114 -2.3 0.9 1.5
H 3.135 0.974 1.544 0.4 -0.5 -0.2
O 2.520 0.233 1.712 1.8 0.2 -0.7
H 0.495 2.980 -1.994 -1.7 -0.9 -1.2
H -0.887 2.413 -2.800 1.5 0.4 0.9
O -0.401 3.166 -2.394 0.7 0.3 0.0
H 0.625 -3.831 -2.485 -3.1 -2.6 0.2
H 1.098 -2.511 -1.973 -0.1 0.6 0.7
O 1.332 -3.276 -2.496 3.4 1.7 -0.8
H 1.865 0.648 -0.479 0.3 -0.7 -0.4
H 2.632 1.458 -1.612 -0.9 -0.7 1.3
O 2.094 1.527 -0.786 -0.1 1.8 -0.9
H 0.061 -2.259 -4.379 0.2 0.9 -0.1
H -1.117 -2.586 -3.671 -0.9 0.2 0.4
O -0.733 -1.796 -4.057 0.5 -0.9 -0.3
H -1.342 2.878 1.203 3.0 -0.2 0.4
H -2.410 3.867 1.488 -0.2 1.3 0.6
O -2.237 3.033 1.095 -2.5 -0.5 -0.8
H 3.382 2.509 0.122 0.4 1.0 1.2
H 2.929 3.725 0.792 -2.4 2.1 0.0
O 3.645 3.158 0.848 1.9 -3.1 -1.0
H 3.150 -2.730 1.398 6.4 -3.8 -0.8
H 2.590 -1.519 2.058 -0.1 -0.5 -0.7
O 2.409 -2.300 1.480 -6.2 3.8 1.6
H 0.974 4.481 -0.950 -0.3 -0.4 0.5
H 0.576 3.096 -0.141 1.7 3.2 -0.3
O 1.013 4.053 -0.076 -1.3 -2.3 0.1
H -3.069 0.305 -1.472 0.0 0.5 -0.6
H -3.419 -0.712 -2.625 0.3 0.0 -2.5
O -3.451 -0.537 -1.724 -0.7 -0.5 2.5
H 0.862 -4.184 0.793 -2.2 0.4 0.7
H -0.187 -3.629 1.838 0.3 0.1 0.1
O -0.125 -4.111 1.011 1.9 -0.5 -0.8
H -2.388 2.784 -0.735 -0.1 -0.3 -0.1
H -2.847 2.512 -2.241 0.4 -1.0 2.5
O -2.613 2.062 -1.349 -1.1 1.4 -2.8
H 2.999 -1.164 -1.495 -0.6 -0.9 -0.3
H 3.769 -0.336 -2.560 1.5 -0.7 -3.8
O 3.425 -0.355 -1.731 -0.3 1.0 3.4
```
Positions in Å, forces in eV/Å.

HOMO level: -7.775 eV
orbital gap: 7.74 eV

These are the Mulliken partial charges, in e, on atoms 1 to 4: atom 1 (N): -0.60, atom 2 (C): 1.10, atom 3 (C): 0.84, atom 4 (C): -0.23

***

The following is a DFT calculation (ωB97M-V with the def2-TZVPD basis set) of 16 unconnected molecules or ions with the total composition C4H40O16 at a distorted geometry.

XYZ file:
```
60
Properties=species:S:1:pos:R:3:forces:R:3
O 5.181 3.658 0.553 -0.2 0.1 -0.2
H 6.108 3.750 0.775 0.2 0.1 0.0
H 4.832 3.068 1.221 -0.2 -0.1 0.2
O 2.004 -4.385 2.299 0.0 -0.2 0.2
H 2.232 -4.184 1.392 0.1 0.0 -0.4
H 1.590 -3.587 2.626 -0.1 0.3 0.2
O 1.765 -1.160 4.570 -0.1 -0.2 -0.2
H 2.721 -1.174 4.618 0.3 -0.1 0.0
H 1.498 -0.552 5.260 -0.1 0.2 0.1
O 2.865 5.210 -1.540 -0.1 0.2 0.0
H 3.476 4.892 -0.876 0.3 -0.1 0.3
H 2.698 4.449 -2.097 -0.1 -0.2 -0.2
O 4.023 -2.214 -3.609 -0.3 -0.2 0.0
H 4.954 -2.427 -3.675 0.3 -0.1 0.0
H 3.976 -1.279 -3.810 0.0 0.2 0.0
O 0.843 -2.944 -6.747 -0.1 -0.1 -0.1
H 1.325 -2.164 -7.020 0.1 0.2 -0.1
H 0.895 -2.937 -5.791 0.0 -0.1 0.3
O -2.825 3.036 -3.494 0.0 0.2 0.0
H -3.386 2.572 -4.115 -0.2 -0.1 -0.1
H -2.019 2.521 -3.467 0.3 -0.1 0.1
O -3.925 0.181 1.449 0.1 0.3 -0.2
H -4.789 -0.070 1.775 -0.2 0.0 0.0
H -3.323 -0.435 1.865 0.3 -0.3 0.2
O -2.003 -2.922 2.527 -0.2 0.4 -0.1
H -1.933 -3.672 1.936 0.1 -0.3 -0.2
H -1.796 -3.278 3.391 0.1 -0.1 0.2
O -2.912 3.812 0.667 0.2 0.2 -0.1
H -3.619 4.106 1.241 -0.2 0.1 0.1
H -2.828 2.876 0.850 -0.1 -0.3 0.0
O -3.565 -2.567 -4.427 -0.1 0.1 -0.2
H -3.967 -3.267 -3.912 -0.2 -0.2 0.1
H -2.730 -2.398 -3.992 0.3 0.1 0.1
O 2.370 -4.561 -1.453 0.1 -0.2 0.3
H 2.731 -4.045 -2.174 0.2 0.3 -0.2
H 1.460 -4.274 -1.384 -0.3 0.1 0.0
O 1.545 3.059 -4.793 0.1 0.0 0.3
H 0.924 3.535 -5.346 -0.2 0.2 -0.1
H 1.772 2.282 -5.303 0.1 -0.2 -0.1
O -2.364 -5.895 -0.369 0.1 0.1 0.3
H -3.059 -5.277 -0.594 -0.2 0.1 0.0
H -2.104 -6.278 -1.207 0.1 -0.2 -0.2
C -1.956 3.461 4.819 0.4 -1.4 1.2
C -1.520 2.397 5.921 1.4 1.2 -0.5
O -0.025 2.415 5.881 -1.3 -0.3 -0.5
H -1.968 4.435 5.309 0.1 0.1 -0.5
H -2.907 3.270 4.320 -0.2 -0.1 0.5
H -1.228 3.370 4.013 0.2 0.4 0.2
H -1.927 1.394 5.795 0.2 0.0 -0.4
H -1.715 2.696 6.951 -0.7 0.3 -0.2
H 0.297 1.744 6.487 -0.1 0.0 0.2
C 0.693 0.505 -0.156 0.2 0.5 -2.1
C 0.198 -0.205 -1.466 -0.5 2.6 0.8
O -0.197 -1.474 -1.221 -0.5 -3.2 0.5
H 1.110 1.447 -0.512 0.7 0.0 0.1
H 1.439 -0.117 0.337 -0.2 0.2 0.2
H -0.108 0.902 0.468 -0.2 -0.9 0.3
H 0.881 -0.197 -2.315 0.4 0.1 0.3
H -0.728 0.276 -1.783 0.2 1.0 -0.4
H -0.977 -1.382 -0.670 -0.1 -0.5 0.2
```
Positions in Å, forces in eV/Å.

HOMO level: -10.254 eV
orbital gap: 9.96 eV

These are the Mulliken partial charges, in e, on atoms 1 to 4: atom 1 (O): -0.62, atom 2 (H): 0.31, atom 3 (H): 0.32, atom 4 (O): -0.64

***

The following is a DFT calculation (ωB97M-V with the def2-TZVPD basis set) of 17 unconnected molecules or ions with the total composition C4H42O16 at a distorted geometry.

XYZ file:
```
62
Properties=species:S:1:pos:R:3:forces:R:3
C 1.820 -2.521 1.994 -2.8 3.1 0.4
C 2.221 -3.779 -1.464 -1.0 0.8 -2.5
C 2.583 -3.331 -0.137 -0.4 0.0 2.5
C 1.232 -2.930 0.666 2.5 1.5 -3.1
H 2.878 -2.232 1.943 -0.5 0.0 0.0
H 1.652 -3.213 2.760 0.1 -1.4 1.1
H 1.155 -1.627 2.313 1.5 -1.2 -0.2
H 1.495 -4.625 -1.347 0.8 0.5 -0.6
H 3.105 -3.975 -2.079 -0.4 -0.6 -0.1
H 1.692 -2.927 -1.988 0.3 -0.9 0.2
H 3.463 -2.631 -0.015 -1.4 -0.1 -0.6
H 2.964 -4.226 0.380 -0.1 0.2 0.3
H 0.590 -2.152 0.043 1.7 -0.9 1.6
H 0.610 -3.786 0.550 -0.4 -1.1 0.9
H -3.544 0.567 2.190 -1.1 0.9 -1.0
H -2.644 -0.491 2.508 1.3 -2.8 -0.9
O -2.929 0.319 2.851 -0.7 2.6 1.9
H 2.607 3.730 -1.700 0.4 0.1 -0.5
H 2.013 3.423 -3.085 0.2 0.1 -0.1
O 2.380 4.146 -2.564 -0.7 0.2 0.1
H 2.723 2.221 -0.327 -0.2 -0.2 -0.2
H 3.724 3.214 0.234 -0.5 -1.0 -2.0
O 3.457 2.762 -0.632 1.7 1.1 1.9
H -0.648 0.972 -4.600 0.7 1.0 -0.5
H -0.224 2.277 -3.855 0.4 -1.5 -3.2
O -0.119 1.789 -4.798 -1.1 0.5 3.8
H 1.898 2.742 2.615 2.2 0.7 -2.0
H 3.192 3.465 2.522 2.7 1.7 2.3
O 2.623 3.084 1.933 -4.8 -2.1 0.6
H 0.207 4.711 -1.568 -1.3 -1.7 1.4
H 0.239 3.249 -0.742 -1.7 2.5 -0.5
O -0.399 4.095 -1.012 2.8 -0.6 -0.8
H -1.802 0.980 -2.153 -1.1 -2.8 -0.1
H -1.198 -0.327 -2.628 0.9 -0.9 -0.6
O -1.978 -0.070 -2.162 0.8 3.1 -0.2
H -1.329 -4.129 -1.690 0.1 -0.1 0.1
H -1.450 -4.433 -0.166 -1.1 0.1 -1.7
O -1.966 -4.437 -1.033 1.1 -0.1 1.5
H 0.716 1.181 -0.078 -0.4 0.2 0.2
H 1.401 2.204 0.944 -1.3 -0.1 -3.6
O 1.031 2.109 -0.061 1.0 -0.8 3.4
H -1.605 1.167 3.469 -2.4 -0.2 -1.5
H -0.949 0.913 4.706 -0.2 -1.1 3.0
O -0.778 1.261 3.881 3.1 1.4 -1.4
H 0.979 0.424 3.217 0.5 0.2 0.0
H 2.416 -0.094 3.193 1.9 -2.8 0.9
O 1.903 0.607 2.944 -2.7 2.9 -0.8
H -1.648 3.402 -1.855 0.4 -0.5 -0.1
H -2.371 3.143 -3.162 -0.8 0.9 -2.2
O -2.141 2.702 -2.387 0.8 -0.4 2.2
H -3.822 0.813 -1.079 1.5 0.4 1.5
H -2.934 1.923 -0.676 1.1 4.5 -1.3
O -3.137 1.102 -0.392 -3.4 -4.4 0.9
H -3.328 -3.072 -1.145 0.4 -1.5 0.6
H -3.500 -1.780 -1.607 0.5 2.8 -2.5
O -3.684 -2.244 -0.846 -0.8 -1.0 2.3
H -2.755 -1.810 0.874 0.4 -0.8 1.8
H -2.796 -2.489 2.430 0.2 0.7 -1.6
O -2.324 -1.881 1.801 -0.8 -1.1 -0.7
H -1.437 0.171 -0.040 0.8 0.0 1.7
H -0.822 0.358 1.481 -0.9 0.8 1.1
O -0.705 -0.013 0.631 0.4 -0.7 -3.1
```
Positions in Å, forces in eV/Å.

HOMO level: -10.399 eV
orbital gap: 10.40 eV

These are the Mulliken partial charges, in e, on atoms 1 to 4: atom 1 (C): -0.79, atom 2 (C): -1.00, atom 3 (C): -0.63, atom 4 (C): 0.52

***

Calculated E_tot, -4206.6932; -4209.6958; -4207.7890; -38487.9661; -38486.1498; -37555.1115; -37587.6644 eV (same order as the records).
Calculated relative energy (zero: lowest compared OMol25 entry of this formula, charge and spin), 79.9; 10.7; 54.6; 128.0; 169.9; 141.8; 115.5 kcal per mole (same order as the records).